Entry 1:
Here is a 8-piece molecular cluster, C16H53N4O7 overall from the Open Molecules 2025 dataset. Energies are from ωB97M-V/def2-TZVPD.

Element x y z (Å)
N 0.83919 0.37646 -1.70545
H 0.39922 -0.10402 -2.39560
H 0.43943 1.27637 -1.32687
H 1.76745 0.41310 -2.13244
H 0.93108 0.02418 -0.83601
C -2.92755 -0.89364 -0.77483
C -3.17781 -1.22129 -2.17301
C -4.66977 -1.68555 -2.48517
O -4.91813 -2.82551 -1.93882
C -6.34006 -3.23454 -2.05656
N -2.63648 -0.22581 -3.02981
H -3.17982 0.28010 -0.79342
H -1.80172 -0.97640 -0.47921
H -3.39179 -1.47734 -0.08286
H -2.59635 -2.25609 -2.34806
H -4.85317 -1.76621 -3.39646
H -5.13206 -0.86349 -2.17321
H -6.93096 -2.40457 -1.71223
H -6.62640 -3.96400 -1.38359
H -6.68664 -3.49709 -2.96150
H -2.51405 -0.51663 -3.95579
H -3.14582 0.53836 -2.83149
C 1.97557 0.54841 3.14126
C 1.49273 1.47347 4.29841
C 1.80233 2.91189 4.03340
O 3.27339 3.06690 4.01545
C 3.54601 4.37602 3.46753
N 0.08564 1.41987 4.32603
H 2.96352 0.85531 2.87064
H 1.57946 0.58352 1.99739
H 1.63240 -0.45762 3.29129
H 1.96979 1.16991 5.02133
H 1.37106 3.45654 4.87389
H 1.39233 3.37555 3.14994
H 4.51440 4.69030 3.62867
H 3.13781 5.01162 4.09758
H 3.03657 4.61905 2.36894
H -0.14753 0.47982 4.58320
H -0.33127 1.94469 5.09844
C 2.05629 -2.32151 1.53972
C 0.75220 -2.98212 0.80381
C -0.45453 -2.47024 1.52091
O -0.44474 -2.78555 2.93183
C -1.65587 -2.78525 3.57934
N 0.80612 -2.55384 -0.50941
H 3.04535 -2.46075 0.90327
H 2.05235 -2.75855 2.53746
H 1.84689 -1.32187 1.73482
H 0.65901 -4.10837 1.07225
H -1.41175 -2.90774 1.15048
H -0.74151 -1.33835 1.31150
H -2.22785 -1.67385 3.53187
H -1.44054 -3.09822 4.69379
H -2.37926 -3.52357 3.18229
H 0.19189 -3.21985 -0.91526
H 1.56800 -2.89761 -1.01212
C 4.41210 -1.11503 -1.77323
O 3.77887 -0.49496 -0.61506
H 5.13615 -1.79936 -1.51360
H 4.90601 -0.34558 -2.38512
H 3.74728 -1.30719 -2.47155
H 4.21621 -0.31528 0.16584
C -1.76827 3.67564 -2.73444
O -0.42383 3.35389 -2.44165
H -2.51048 3.20869 -2.04256
H -2.04336 3.17534 -3.61113
H -1.72550 4.70907 -2.81251
H -0.26473 3.90386 -1.45968
C 2.42240 2.20416 1.11973
O 1.11856 1.81409 0.87336
H 2.48428 3.07815 1.86371
H 3.04073 2.18607 0.37188
H 2.79293 1.37300 1.88541
H 0.82114 1.49639 1.67098
C 0.02856 0.53831 -5.63898
O 1.18634 -0.09574 -5.10868
H -0.15472 0.20124 -6.68956
H 0.07181 1.71970 -5.70655
H -0.74731 0.40082 -4.83038
H 1.11080 -0.87971 -5.46382

Values from the calculation:
* HOMO level: -11.588 eV
* E: -1386.2860 Ha
* LUMO energy: -0.0753 Eh
* total charge: +1

---

Entry 2:
Here is C16H54AsF6N4O9 as an isolated structure from the Open Molecules 2025 dataset. Energies are from ωB97M-V/def2-TZVPD.

Element x y z (Å)
As -0.49416 0.70259 -0.30643
F -0.06015 -0.53245 0.80579
F -1.43845 1.53615 0.91197
F -0.94566 2.00128 -1.37086
F 0.38025 -0.00485 -1.62216
F -1.92254 -0.20918 -0.66416
F 0.88346 1.64704 0.12574
O 3.63910 1.80131 0.41412
H 2.90292 1.89639 -0.19735
H 3.41540 2.40202 1.13692
O -2.62796 4.58001 -1.38746
H -2.09900 3.82107 -1.66004
H -2.78428 4.41762 -0.44498
O 3.55425 -1.24117 -1.84125
H 3.97460 -1.00123 -2.67156
H 3.05262 -0.45877 -1.58474
O -3.00838 -1.83053 -2.71913
H -2.20650 -1.78276 -3.26159
H -2.72376 -1.42932 -1.88883
O -3.15917 3.63517 1.30507
H -2.58543 2.87828 1.47951
H -4.03809 3.25689 1.20468
C 1.61208 -2.59438 3.20053
C 2.53702 -2.52600 1.99697
C 3.96825 -2.71603 2.46238
O 4.36683 -1.61341 3.25244
C 5.60379 -1.80930 3.86574
N 2.21944 -3.64432 1.08655
H 0.55194 -2.56279 2.94783
H 1.82707 -1.77091 3.88484
H 1.78482 -3.53270 3.73622
H 2.46727 -1.54104 1.52283
H 4.68263 -2.82010 1.62975
H 4.03249 -3.66040 3.02609
H 6.42372 -1.46200 3.22474
H 5.78002 -2.87005 4.09441
H 5.67855 -1.30401 4.83061
H 3.01585 -3.78652 0.46813
H 1.49006 -3.34927 0.44324
C 0.43021 4.92227 0.97827
C 0.45791 4.19591 2.31232
C 1.75470 4.32020 3.07674
O 2.88322 3.83934 2.38265
C 4.01318 3.81618 3.21600
N -0.62609 4.68071 3.19069
H 0.88111 5.91638 1.12108
H -0.58833 5.03702 0.61483
H 1.07164 4.49159 0.21005
H 0.23669 3.14857 2.06417
H 1.63224 3.87152 4.07338
H 1.87674 5.39693 3.29366
H 4.42531 4.80983 3.41248
H 4.78975 3.26171 2.67364
H 3.89618 3.21940 4.12709
H -1.52562 4.44027 2.78934
H -0.57260 4.17139 4.06784
C -0.28511 -2.75062 -5.91955
C 0.30585 -1.72314 -4.97435
C -0.11091 -0.29893 -5.28178
O -0.02288 -0.06981 -6.66837
C -0.09480 1.28304 -7.03785
N -0.16236 -2.00228 -3.60988
H -1.36133 -2.61824 -6.08755
H -0.25667 -3.73524 -5.44349
H 0.17900 -2.74878 -6.90252
H 1.39957 -1.81669 -5.06042
H 0.44514 0.42603 -4.66956
H -1.14952 -0.16351 -4.93765
H 0.42439 1.43457 -7.98335
H 0.34718 1.91962 -6.26363
H -1.13454 1.60912 -7.17702
H 0.06079 -2.95160 -3.33668
H 0.30634 -1.38093 -2.95145
C -4.85383 -3.97014 -0.35585
C -4.86502 -3.33057 1.02979
C -3.82866 -2.22478 1.09808
O -3.81557 -1.73873 2.42245
C -3.00704 -0.57854 2.55852
N -6.20602 -2.83978 1.34176
H -5.83343 -4.36220 -0.63019
H -4.11790 -4.77126 -0.42947
H -4.57976 -3.23295 -1.11813
H -4.55679 -4.05844 1.78437
H -4.02244 -1.47611 0.31522
H -2.81671 -2.59219 0.86149
H -1.94995 -0.76486 2.36343
H -3.13095 -0.22470 3.58217
H -3.38338 0.18073 1.86695
H -6.10455 -2.11033 2.04418
H -6.60525 -2.37931 0.52957

Values from the calculation:
* HOMO level: -7.056 eV
* E: -4373.3523 Ha
* LUMO energy: 0.0907 Eh
* total charge: -1

---

Entry 3:
Here is a 10-piece molecular cluster, C16H54N18O10 overall from the Open Molecules 2025 dataset. Energies are from ωB97M-V/def2-TZVPD.

Element x y z (Å)
C -8.44602 -32.73889 -19.07506
C -7.40126 -31.67933 -19.47490
C -6.04959 -32.36451 -19.73656
O -5.49300 -32.83561 -18.47103
C -4.08514 -33.19315 -18.61032
N -8.00233 -31.00995 -20.56975
H -8.18463 -33.34382 -18.20683
H -8.68370 -33.52668 -19.78990
H -9.37078 -32.31407 -18.68461
H -7.27732 -31.00422 -18.62815
H -5.40698 -31.60619 -20.18389
H -6.03422 -33.21397 -20.41940
H -3.82953 -33.78137 -19.49167
H -3.91867 -33.85034 -17.75680
H -3.49551 -32.30996 -18.36455
H -8.83723 -30.54480 -20.24315
H -7.45488 -30.23120 -20.90730
C -14.24395 -24.35539 -22.18961
C -12.83555 -24.92032 -22.33410
C -11.81821 -24.16462 -21.49436
O -10.45925 -24.50077 -21.91957
C -9.56755 -24.06125 -20.92716
N -12.65022 -26.28305 -22.09194
H -14.74412 -24.40442 -21.22238
H -14.91544 -24.91875 -22.83756
H -14.16546 -23.29354 -22.42286
H -12.54533 -24.71272 -23.36404
H -12.05602 -24.24862 -20.43394
H -11.95085 -23.10231 -21.69935
H -9.73543 -22.98933 -20.82278
H -8.65244 -24.37542 -21.42913
H -9.55450 -24.62872 -19.99662
H -11.67558 -26.53138 -21.99969
H -12.81760 -26.33761 -21.09740
C -6.85585 -25.65539 -24.50954
O -7.47203 -26.30449 -25.31600
N -7.21059 -25.40115 -23.32638
N -5.86949 -24.87382 -24.78677
H -6.73192 -24.77252 -22.69726
H -8.11784 -25.70609 -23.00388
H -5.65757 -24.60334 -25.73652
H -5.45407 -24.41005 -23.99151
C -9.58878 -28.02764 -23.17802
O -9.26111 -27.35041 -22.25399
N -10.68182 -27.91151 -23.88798
N -8.78832 -28.85623 -23.71664
H -11.37390 -27.23174 -23.60685
H -10.92500 -28.44158 -24.71259
H -7.88880 -29.09858 -23.32648
H -9.05754 -29.28523 -24.59047
C -5.75145 -27.42022 -20.14153
O -5.86276 -26.70112 -19.17774
N -6.58467 -27.50361 -21.13265
N -4.71235 -28.12684 -20.28548
H -6.43270 -28.07149 -21.95394
H -7.41775 -26.95447 -20.97605
H -3.95847 -28.12888 -19.61335
H -4.53145 -28.52549 -21.19568
C -7.67333 -29.14257 -27.40103
O -7.74054 -30.08534 -28.18311
N -6.62210 -28.74815 -26.75662
N -8.59247 -28.39995 -26.94838
H -5.77011 -29.26252 -26.92878
H -6.69263 -28.06401 -26.01697
H -8.37978 -27.59878 -26.37132
H -9.53027 -28.50838 -27.30737
C -12.18046 -32.25390 -26.62105
O -12.25779 -33.44497 -26.51653
N -11.02565 -31.61972 -26.60682
N -13.16905 -31.42197 -26.88649
H -10.93911 -30.61708 -26.69238
H -10.20881 -32.18853 -26.43553
H -14.02691 -31.86632 -27.18098
H -13.12432 -30.42643 -26.72218
C -10.18229 -28.31673 -18.16284
O -9.97226 -27.16451 -17.79647
N -10.50863 -29.35482 -17.40715
N -10.10403 -28.70250 -19.40561
H -10.74431 -29.07892 -16.46458
H -10.90971 -30.19464 -17.79948
H -9.88093 -28.01703 -20.11304
H -10.46627 -29.59516 -19.70899
C -13.03786 -27.39847 -26.30946
O -13.03044 -28.44348 -25.66339
N -13.40012 -26.30456 -25.79113
N -12.72008 -27.32280 -27.59185
H -13.41289 -25.44897 -26.32769
H -13.60275 -26.32328 -24.80184
H -12.25269 -28.08915 -28.05484
H -12.82803 -26.45038 -28.08918
C -5.45824 -30.66858 -23.72254
O -6.21969 -29.95301 -23.08791
N -5.77821 -31.38338 -24.70422
N -4.14092 -30.72277 -23.65913
H -5.02207 -31.67351 -25.30769
H -6.70148 -31.22092 -25.08009
H -3.63539 -31.42261 -24.18331
H -3.80435 -30.36243 -22.77767

Values from the calculation:
* HOMO level: -8.882 eV
* E: -2380.1517 Ha
* SMILES string: COC[C@H](C)N.COC[C@H](C)N.NC(N)=O.NC(N)=O.NC(N)=O.NC(N)=O.NC(N)=O.NC(N)=O.NC(N)=O.NC(N)=O
* LUMO energy: 0.0028 Eh

---

Entry 4:
Here is a 9-piece molecular cluster, C16H54N4O9 overall from the Open Molecules 2025 dataset. Energies are from ωB97M-V/def2-TZVPD.

Element x y z (Å)
C 1.64876 1.13717 -3.28312
C 1.66310 2.52788 -2.69548
C 0.28984 3.23421 -2.69831
O 0.14627 4.08679 -3.79939
C -0.71653 5.17622 -3.47391
N 2.15730 2.29601 -1.36762
H 2.63707 0.83332 -3.62809
H 1.03794 1.23752 -4.18030
H 1.15100 0.35564 -2.70905
H 2.38093 3.14007 -3.24142
H 0.30371 3.84071 -1.79272
H -0.61134 2.62262 -2.65440
H -0.27499 5.95973 -2.85807
H -1.70699 4.87948 -3.12892
H -0.85841 5.73417 -4.39947
H 1.37849 2.09167 -0.75787
H 2.38105 3.20067 -0.97822
C 4.36428 -0.61743 3.61980
C 3.03860 -0.39855 4.40022
C 3.11919 0.96951 5.19047
O 2.01063 1.19365 6.06843
C 0.86440 1.74466 5.41053
N 2.03385 -0.61189 3.42143
H 4.99774 -1.09514 4.36723
H 5.09635 0.12933 3.31233
H 4.32049 -1.36924 2.83178
H 2.97075 -1.21418 5.12012
H 3.35661 1.74998 4.46756
H 3.97447 0.90693 5.86330
H 0.22124 2.17006 6.18089
H 0.45817 0.96209 4.76971
H 1.13673 2.57296 4.75641
H 2.20028 0.00808 2.64167
H 2.01130 -1.49290 2.92805
C -1.72359 -2.35853 -2.68777
C -1.87406 -3.43175 -3.78476
C -2.49152 -4.72495 -3.35074
O -1.53542 -5.47320 -2.57038
C -2.05510 -6.73364 -2.19758
N -2.77007 -2.85714 -4.79451
H -1.55160 -1.39172 -3.16087
H -0.98421 -2.45871 -1.89318
H -2.64048 -2.34754 -2.09844
H -0.84957 -3.61005 -4.11146
H -2.68628 -5.26894 -4.27500
H -3.52362 -4.55874 -3.04213
H -1.65616 -7.44152 -2.92413
H -3.11533 -6.93379 -2.04288
H -1.60029 -6.98899 -1.24048
H -2.20232 -2.30703 -5.42310
H -3.09759 -3.66218 -5.30905
C -2.71508 -0.32074 0.97582
C -3.12176 0.86641 0.04929
C -3.11357 2.22047 0.87743
O -2.09902 2.39351 1.81240
C -2.43152 3.42618 2.82550
N -2.03032 0.82810 -0.91242
H -3.08207 -1.21547 0.47296
H -3.23034 -0.43274 1.92979
H -1.64462 -0.50875 1.05875
H -4.07785 0.76639 -0.46451
H -4.08575 2.37104 1.34678
H -3.10611 3.01281 0.12894
H -1.78984 3.03161 3.61332
H -3.43078 3.35175 3.25449
H -2.26087 4.47543 2.58455
H -2.14003 0.07937 -1.58135
H -2.22250 1.63765 -1.48495
O 0.10214 -3.09006 2.64815
H -0.72140 -2.65837 2.42084
H 0.39678 -2.64246 3.44129
O 1.23329 -0.98131 -0.17868
H 0.98216 -0.08023 0.02439
H 0.51026 -1.51282 0.15442
O 3.68361 -2.05398 -0.22621
H 2.78484 -1.73252 -0.15466
H 3.62205 -2.98663 -0.01977
O 0.28662 1.42748 0.98088
H 0.04104 2.23265 1.43654
H -0.43085 1.27079 0.36695
O 3.90337 0.66305 0.24651
H 3.42709 1.02617 -0.50018
H 3.93594 -0.27822 0.07565

Values from the calculation:
* HOMO level: -8.260 eV
* E: -1538.0113 Ha
* SMILES string: COC[C@H](C)N.COC[C@H](C)N.COC[C@H](C)N.COC[C@H](C)N.O.O.O.O.O
* LUMO energy: 0.0115 Eh

---

Entry 5:
Here is a 11-piece molecular cluster, C16H54N6O11 overall from the Open Molecules 2025 dataset. Energies are from ωB97M-V/def2-TZVPD.

Element x y z (Å)
C 0.07532 -1.00574 0.83967
C -1.02068 0.02126 0.87167
O -0.59068 1.28426 0.47167
H -0.23968 -1.95374 1.32467
H 0.86332 -0.67674 1.44967
H 0.31632 -1.28474 -0.19533
H -1.55368 0.06926 1.79767
H -1.73168 -0.34174 0.11967
H 0.03932 1.58926 1.09567
C 1.22932 -3.38474 -1.81233
C -0.16668 -3.97874 -1.82433
O -0.84568 -3.52874 -0.69933
H 1.20032 -2.27274 -1.96333
H 1.79232 -3.79474 -2.71633
H 1.81532 -3.61874 -0.92933
H -0.24368 -5.06974 -1.95933
H -0.69068 -3.51274 -2.65433
H -0.50268 -4.04674 0.02367
C -0.46068 -6.95074 1.00867
C -0.44768 -5.69174 1.88167
O 0.42232 -4.69674 1.38267
H -0.74968 -6.83174 -0.00333
H -1.01868 -7.77274 1.35467
H 0.44532 -7.50574 1.02667
H -0.08868 -5.88974 2.93967
H -1.41968 -5.22174 1.93467
H 1.21932 -5.14474 1.12367
C 3.99032 -0.66574 1.02967
C 3.38832 -0.11574 -0.23433
O 2.83632 1.12126 0.14767
H 3.27932 -1.00274 1.77867
H 4.55432 0.11126 1.58767
H 4.73932 -1.38574 0.88767
H 2.66132 -0.78874 -0.66233
H 4.18932 0.10126 -0.93433
H 2.10832 1.40526 -0.46233
C -3.17268 2.55926 -1.51333
C -3.63968 2.63926 -2.92233
O -3.80268 4.02326 -3.24933
H -3.37768 1.56126 -1.09733
H -3.65468 3.25926 -0.89733
H -2.09468 2.55926 -1.57833
H -4.41468 1.93526 -3.12233
H -2.90968 2.27826 -3.69933
H -4.16468 4.22326 -4.10133
C -0.73368 5.42326 0.87667
O -0.40468 5.28726 2.21367
N -1.32168 4.51126 0.14967
N -0.37668 6.42326 0.07067
H -1.75668 3.72826 0.61167
H -1.48768 4.65426 -0.90533
H -0.07468 7.29926 0.57867
H -0.58568 6.49026 -0.96933
C 1.67332 3.89826 -1.44033
O 2.72832 3.27926 -2.13833
N 1.78332 5.10426 -0.92333
N 0.55032 3.30926 -1.22033
H 2.62632 5.76226 -0.98933
H 1.00432 5.68726 -0.56733
H 0.34132 2.34926 -1.45333
H -0.08868 3.70026 -0.48733
C 1.10432 1.85426 2.94967
O 0.08132 1.48026 3.76567
N 1.06132 2.88226 2.17467
N 2.17332 1.12226 2.88867
H 0.23132 3.55126 2.14667
H 1.91532 3.42326 1.86467
H 2.32032 0.26226 3.39967
H 2.76932 1.21426 2.06667
C -3.70268 -2.02774 -2.20433
O -3.87168 -3.29974 -1.65033
H -3.61168 -1.35974 -1.33033
H -4.58768 -1.67274 -2.75933
H -2.85768 -1.93374 -2.85133
H -3.08868 -3.49574 -1.11033
C 1.23932 -2.03174 4.06967
O 2.58232 -1.72074 4.02667
H 0.70632 -1.08374 4.01067
H 0.99832 -2.37574 5.04867
H 0.97232 -2.76674 3.28267
H 2.90432 -2.61674 4.30367
C -0.36468 0.10426 -2.72533
O 0.58232 0.75426 -1.86933
H -1.34068 0.58226 -2.90733
H -0.61368 -0.84874 -2.28633
H 0.10632 -0.18074 -3.61333
H 0.25032 0.66926 -0.94333

Values from the calculation:
* HOMO level: -8.322 eV
* E: -1798.0083 Ha
* SMILES string: NC(N)=O.NC(N)=O.NC(N)=O.CCO.CCO.CCO.CCO.CCO.CO.CO.CO
* LUMO energy: 0.0037 Eh

---

> Among the records above, which one has the lowest E?

C16H54AsF6N4O9

---

> Which of these has the lowest LUMO energy?

C16H53N4O7